Computed, not measured: a structure of composition C18H23BrCrN4O3PS3 at a distorted geometry, with wB97M-V/def2-TZVPD.

Structure (ORCA input):
```
! RIJCOSX wB97M-V def2-TZVPD def2/J DEFGRID3
* xyz -2 6
Cr -0.1801 0.2150 1.1746
N 2.0681 -3.3061 2.6969
C 1.4901 -2.1057 2.2695
S -0.1691 -2.1580 1.7843
N 2.2538 -1.0642 2.2797
N 1.6791 0.1061 1.8224
C 2.5350 1.0851 1.8083
C 2.2462 2.4642 1.6027
C 3.3057 3.3873 1.6433
C 3.1055 4.7438 1.4987
C 1.8102 5.2271 1.2979
C 0.7420 4.3551 1.2654
C 0.9118 2.9619 1.4214
O -0.1142 2.1910 1.4177
H 1.3623 -3.9728 2.9677
H 2.7639 -3.1591 3.4149
H 3.5692 0.8117 2.0117
H 4.3101 3.0096 1.8110
H 3.9446 5.4293 1.5481
H 1.6382 6.2893 1.1612
H -0.2680 4.7177 1.1225
C -5.1521 -1.0324 2.9056
C -4.3844 -0.2016 1.9089
C -5.0505 0.7669 1.1341
C -4.2600 1.5032 0.2146
C -2.9111 1.3025 0.1709
Br -1.9594 2.3751 -1.0834
N -2.2155 0.4006 0.9324
C -3.0353 -0.3613 1.7638
H -6.2256 -0.8981 2.7611
H -4.9130 -0.7275 3.9281
H -4.9143 -2.0929 2.8054
H -6.1209 0.9154 1.2068
H -4.7132 2.2150 -0.4611
H -2.5220 -1.1401 2.3152
C -0.8806 -0.7904 -5.3452
C 0.4081 -0.5017 -4.5876
O 0.7299 -1.5274 -3.6597
P 0.2330 -1.3689 -2.0763
S 1.1247 0.3155 -1.4558
S -1.6909 -1.7253 -1.9749
O 1.0146 -2.6706 -1.5263
C 2.4235 -2.6647 -1.3211
C 3.0287 -3.8519 -2.0514
H -1.1128 0.0411 -6.0153
H -1.6907 -0.9193 -4.6308
H -0.7847 -1.7138 -5.9206
H 0.3349 0.4568 -4.0633
H 1.2571 -0.4365 -5.2787
H 2.6080 -2.7441 -0.2475
H 2.8512 -1.7271 -1.6806
H 2.5966 -4.7761 -1.6647
H 4.1111 -3.8706 -1.9050
H 2.8115 -3.7779 -3.1177
*
```

Calculated values
- expectation value of S² = 8.783
- highest occupied orbital energy (spin up / spin down) (Eh) = 0.04533 / -0.07324
- F_max (eV/Å) = 1.793
- orbital gap (spin up / spin down) (eV) = 3.6018 / 6.8152



Computed, not measured: a structure of composition C18H23CdIN2 at a distorted geometry, with wB97M-V/def2-TZVPD.

Structure (ORCA input):
```
! RIJCOSX wB97M-V def2-TZVPD def2/J DEFGRID3
* xyz 0 1
C 0.8048 -3.8789 -0.1119
C 0.1056 -3.8101 -1.4660
H 1.8902 -3.8809 -0.1884
H 0.5426 -4.7893 0.4232
H 0.5077 -3.0971 0.5796
H 0.2444 -2.8495 -1.9782
H 0.4928 -4.5924 -2.1324
H -0.9641 -4.0281 -1.3523
C 2.1974 0.9962 1.6957
C 2.7280 2.1641 2.2297
C 2.6197 3.3489 1.4971
C 1.9498 3.2995 0.2790
H 2.3021 0.0416 2.2388
H 3.2100 2.1124 3.2076
H 3.0423 4.2700 1.8776
H 1.8660 4.1859 -0.3411
N 1.4787 0.9573 0.5554
C 1.3407 2.1113 -0.1563
C 0.4532 2.0632 -1.3435
N -0.1689 0.8777 -1.6265
C -1.0692 0.8392 -2.6432
C -0.8008 3.1966 -3.0924
C -1.4307 1.9832 -3.3593
H -1.5347 -0.1212 -2.8857
H -2.2068 1.9110 -4.1075
C 0.1749 3.2222 -2.0959
H 0.7091 4.1406 -1.8613
H -1.0635 4.1039 -3.6298
Cd 0.2171 -0.9028 -0.1300
I 0.7878 -1.9738 2.9825
C -4.6532 -2.1458 1.9670
C -3.4219 -1.7567 2.7981
C -3.6324 -0.3859 3.4422
C -3.1449 -2.8064 3.8735
C -2.1994 -1.7037 1.9891
C -1.0916 -1.5794 1.4861
H -5.5182 -2.3318 2.6102
H -4.4556 -3.0517 1.3881
H -4.9196 -1.3385 1.2813
H -4.4588 -0.3994 4.1600
H -2.7233 -0.0846 3.9707
H -3.8621 0.3587 2.6762
H -2.8910 -3.7630 3.4111
H -2.2967 -2.4918 4.4887
H -4.0237 -2.9305 4.5042
*
```

Calculated values
- highest occupied orbital energy (spin up / spin down) (Eh) = -0.17920 / -0.17917
- F_max (eV/Å) = 3.067
- orbital gap (spin up / spin down) (eV) = 3.5676 / 3.5668



Computed, not measured: a cluster of 3 separate species, C18H23ClF2NO6 in total, with wB97M-V/def2-TZVPD.

Structure (ORCA input):
```
! RIJCOSX wB97M-V def2-TZVPD def2/J DEFGRID3
* xyz 1 1
C 4.7229 -1.6946 -0.8169
C 3.8799 -0.8062 -1.3222
C 2.9503 -1.1295 -2.4747
C 1.5166 -1.0759 -2.0465
C 0.9162 -2.0670 -1.3064
C -0.3992 -1.9639 -0.8741
C -0.9634 -3.0520 -0.0137
C -1.1381 -0.8172 -1.2336
C -2.5679 -0.5345 -0.8462
Cl -2.5652 0.0470 0.8582
C -3.5782 -1.6559 -1.0177
C -3.5846 -2.2250 -2.4328
C -0.5058 0.1438 -1.9598
N 0.7748 0.0005 -2.3488
H 5.5036 -1.3841 -0.1341
H 4.6603 -2.7495 -1.0541
H 3.8326 0.2061 -0.9335
H 3.1371 -0.4096 -3.2742
H 3.1657 -2.1276 -2.8537
H 1.5095 -2.9318 -1.0433
H -1.6131 -3.7088 -0.5928
H -1.5185 -2.6319 0.8224
H -0.1538 -3.6585 0.3859
H -2.9081 0.3057 -1.4494
H -3.4322 -2.4405 -0.2774
H -4.5593 -1.2325 -0.7978
H -2.7786 -2.9395 -2.6050
H -4.5194 -2.7566 -2.6037
H -3.5171 -1.4454 -3.1925
H -1.0039 1.0564 -2.2549
H 1.2110 0.7377 -2.8886
C 5.2487 2.2339 1.9705
C 6.2913 1.1691 2.2445
O 6.7125 0.8170 0.9387
C 6.5072 1.8914 0.1187
O 6.9543 2.0071 -0.9675
O 5.7066 2.7942 0.7359
F 5.7649 0.0779 2.8486
H 4.2691 1.7756 1.8230
H 5.1862 3.0004 2.7368
H 7.1539 1.5105 2.8176
C -4.7786 2.3070 2.5012
C -6.2665 2.0582 2.6390
O -6.7049 3.2102 3.3247
C -5.8377 4.2294 3.0517
O -6.0343 5.3688 3.2800
O -4.7165 3.7321 2.4640
F -6.5370 0.9564 3.3786
H -4.2456 1.9393 3.3805
H -4.3429 1.8814 1.6032
H -6.8048 1.9808 1.6921
*
```

Calculated values
- highest occupied orbital energy (Eh) = -0.48057
- F_max (eV/Å) = 0.448
- orbital gap (eV) = 8.8531



Computed, not measured: a cluster of 3 separate species, C18H23ClF7N4O2P2 in total, with wB97M-V/def2-TZVPD.

Structure (ORCA input):
```
! RIJCOSX wB97M-V def2-TZVPD def2/J DEFGRID3
* xyz 1 1
C 2.6862 2.5627 2.2837
P 2.8106 1.5528 0.7634
O 3.8914 0.4440 1.2036
N 1.1357 0.4958 0.7845
C 1.0720 -0.6375 1.7878
F -0.1994 -0.9606 1.9981
F 1.5500 -0.1235 2.9270
C 1.8834 -1.9298 1.4517
F 1.0434 -2.7932 0.8814
F 2.3060 -2.4350 2.6202
C 0.0606 1.5201 1.1440
C -1.2012 1.1688 0.3123
Cl -1.6399 2.6723 -0.6027
C -0.8034 0.0367 -0.6311
P -1.6503 0.0096 -2.3647
N -3.2944 0.1806 -1.8785
O -1.5586 -1.5937 -2.6537
C 0.7112 0.2191 -0.6681
C 1.5563 -0.7437 -1.5171
F 1.5206 -0.3338 -2.7743
F 2.8394 -0.7220 -1.0995
F 1.1435 -1.9985 -1.4715
H 1.9241 2.3006 3.0112
H 2.5192 3.5978 1.9591
H 3.6745 2.5176 2.7578
H 3.9389 0.2238 2.1490
H 2.7456 -1.7470 0.8069
H -0.0887 1.5637 2.2205
H 0.4314 2.4843 0.7802
H -2.0747 0.9430 0.9227
H -1.0484 -0.9197 -0.1541
H -3.4720 0.5821 -0.9675
H -3.8036 -0.6964 -1.9499
H -1.9083 -2.1794 -1.9642
H 0.9019 1.1894 -1.1542
N -3.2498 7.0741 -0.7286
C -4.2210 7.8051 -1.2710
C -5.1940 7.2823 -2.1120
C -5.1579 5.9298 -2.4073
C -4.1518 5.1554 -1.8489
C -3.2296 5.7760 -1.0206
H -4.2196 8.8600 -1.0212
H -5.9596 7.9254 -2.5236
H -5.8984 5.4869 -3.0606
H -4.0844 4.0947 -2.0543
H -2.4262 5.2101 -0.5608
N 2.7120 -8.4418 0.0237
C 1.6122 -7.7127 -0.1442
C 1.4335 -6.4574 0.4196
C 2.4526 -5.9347 1.1993
C 3.6031 -6.6841 1.3840
C 3.6828 -7.9290 0.7753
H 0.8362 -8.1559 -0.7585
H 0.5158 -5.9097 0.2500
H 2.3502 -4.9622 1.6634
H 4.4240 -6.3188 1.9862
H 4.5671 -8.5446 0.8962
*
```

Calculated values
- highest occupied orbital energy (Eh) = -0.42213
- F_max (eV/Å) = 0.616
- orbital gap (eV) = 8.0012



Computed, not measured: the ion C18H23ClN3O3S with charge +1 at a distorted geometry, with wB97M-V/def2-TZVPD.

Structure (ORCA input):
```
! RIJCOSX wB97M-V def2-TZVPD def2/J DEFGRID3
* xyz 1 1
C -2.1168 5.0368 0.1095
C -2.2937 3.5637 0.2537
C -1.3585 2.7516 0.8847
C -1.5536 1.3884 0.9893
C -2.6506 0.7799 0.4031
C -3.6183 1.5744 -0.2025
C -3.4381 2.9432 -0.2558
H -4.1896 3.5538 -0.7327
H -4.4944 1.1228 -0.6419
N -2.7659 -0.6325 0.4120
C -1.8378 -1.5008 0.0210
O -1.9642 -2.7146 0.0799
C -0.5314 -0.9684 -0.6167
N 0.1890 -2.1752 -1.0519
H -0.4636 -2.9452 -0.7038
C 1.5586 -2.3560 -0.5160
C 2.1571 -3.6366 -1.0344
C 2.5969 -4.6211 -0.1587
C 3.1710 -5.7893 -0.6299
C 3.3087 -5.9918 -1.9918
C 2.8725 -5.0266 -2.8844
C 2.3027 -3.8621 -2.4028
Cl 1.7700 -2.6582 -3.5597
H 2.9767 -5.1799 -3.9472
H 3.7555 -6.8985 -2.3667
H 3.5097 -6.5393 0.0665
H 2.4955 -4.4647 0.9042
H 2.1656 -1.5039 -0.8365
H 1.5204 -2.3732 0.5741
H 0.2881 -2.2491 -2.0829
H 0.0695 -0.4090 0.0998
H -0.7701 -0.3076 -1.4507
H -3.6474 -1.0328 0.7152
H -0.8166 0.8181 1.5283
S 0.2687 3.2712 1.5180
O 1.0420 2.0576 1.5272
O 0.7497 4.3718 0.7452
N 0.0856 3.7640 3.0833
C -0.5048 5.0630 3.2887
H -1.6001 5.0195 3.3030
H -0.1670 5.7091 2.4833
H -0.1556 5.4676 4.2386
C -0.2928 2.7415 4.0248
H -0.0122 3.0583 5.0287
H 0.2598 1.8409 3.7706
H -1.3709 2.5367 4.0046
H -2.5714 5.5553 0.9534
H -1.0615 5.2907 0.0766
H -2.6052 5.3901 -0.7952
*
```

Calculated values
- SMILES string = Cc1ccc(NC(=O)C[NH2+]Cc2ccccc2Cl)cc1S(=O)(=O)N(C)C
- highest occupied orbital energy (Eh) = -0.44393
- F_max (eV/Å) = 1.092
- orbital gap (eV) = 9.6898



Computed, not measured: a structure of composition C18H23F6N5O4RhS2, with wB97M-V/def2-TZVPD.

Structure (ORCA input):
```
! RIJCOSX wB97M-V def2-TZVPD def2/J DEFGRID3
* xyz 1 1
Rh 0.5516 -0.5694 0.3741
N -0.8991 -0.7489 -1.0037
C -0.6351 -0.5404 -2.4537
C -0.1248 -1.7930 -3.1429
C 1.1445 -2.4052 -2.5523
C 2.2385 -1.3773 -2.3036
N 2.2344 -0.7781 -0.9287
H -1.2599 -1.6927 -0.8423
H -1.6252 -0.1092 -0.6864
H 0.0543 0.2992 -2.5425
H -1.5771 -0.2353 -2.9126
H 0.0531 -1.5161 -4.1850
H -0.9196 -2.5434 -3.1622
H 1.5161 -3.1539 -3.2517
H 0.9299 -2.9454 -1.6324
H 2.1410 -0.5521 -3.0121
H 3.2223 -1.8146 -2.4701
H 2.6353 0.1490 -1.0101
H 2.9237 -1.2697 -0.3637
C 1.9025 2.2822 0.1846
N 0.8242 1.4156 0.6672
C 0.0102 1.8918 1.5851
C -0.9608 1.0587 2.1239
C -1.9350 1.1643 3.1291
C -2.4955 -0.0959 3.2611
C -1.8464 -0.9384 2.3423
N -0.9366 -0.2416 1.6587
C 3.2728 1.8392 0.6564
C 3.4527 1.4337 1.9763
C 4.6977 1.0141 2.4189
C 5.7791 1.0001 1.5476
C 5.6133 1.4187 0.2357
C 4.3647 1.8383 -0.2051
H 1.6959 3.2859 0.5648
H 1.8712 2.3572 -0.9063
H 0.1281 2.9169 1.9253
H -2.1818 2.0524 3.6882
H -3.2817 -0.3927 3.9344
H -2.0036 -1.9908 2.1731
H 2.6149 1.4316 2.6644
H 4.8240 0.6980 3.4457
H 6.7496 0.6713 1.8935
H 6.4553 1.4264 -0.4437
H 4.2518 2.1919 -1.2265
F 3.5726 -2.2683 1.3505
C 2.8718 -3.4115 1.2307
F 3.4183 -4.3321 1.9895
F 2.9250 -3.7712 -0.0474
S 1.1153 -3.0634 1.7887
O 1.2849 -1.9578 2.6925
O 0.4327 -2.6496 0.5142
N 0.5101 -4.3167 2.3939
S 0.1356 -5.6129 1.4898
O 0.9795 -5.6858 0.3367
O -0.0615 -6.7186 2.3519
C -1.5695 -5.1890 0.8263
F -2.3233 -6.2700 0.8359
F -2.1645 -4.2447 1.5641
F -1.4812 -4.7319 -0.4272
*
```

Calculated values
- highest occupied orbital energy (spin up / spin down) (Eh) = -0.42572 / -0.42573
- F_max (eV/Å) = 0.535
- orbital gap (spin up / spin down) (eV) = 6.6221 / 6.6228



- Which value of F_max does entry 1 give?
  1.793 eV/Å



- The highest F_max belongs to which entry?
  C18H23CdIN2



- Among the records above, which one has the highest F_max?
  C18H23CdIN2



- What is the F_max in the first record?
  1.793 eV/Å